(1)
# C4H8O3

C4H8O3 as an isolated structure (the ωB97M-V functional and the def2-TZVPD basis, the Open Molecules 2025 dataset).

Output
LUMO level, eV: 0.8490
2S+1: 1
Gap between HOMO and LUMO, eV: 11.274

XYZ file:
```
15
Properties=species:S:1:pos:R:3:lowdin_charge:R:1
O -0.5128 1.1991 -0.4020 -0.097
C -1.7038 0.3758 -0.2587 -0.169
C -1.0000 -0.8273 0.3771 -0.065
C 0.3823 -0.1758 0.1814 -0.415
O 0.9964 -0.3041 -0.9863 -0.039
C 1.2929 0.0291 1.3748 -0.190
O 2.5201 0.5791 0.9969 -0.037
H 0.2280 0.6085 -1.2531 0.161
H -2.1859 0.1899 -1.2266 0.121
H -2.4165 0.8743 0.4064 0.117
H -1.0836 -1.7797 -0.1561 0.124
H -1.2527 -0.9765 1.4342 0.119
H 0.7966 0.6706 2.1146 0.139
H 1.4019 -0.9755 1.8374 0.142
H 2.5941 0.3721 0.0452 0.090
```

=====

(2)
# C4H8NS

A 2-piece molecular cluster, C4H8NS overall at a distorted geometry (the ωB97M-V functional and the def2-TZVPD basis, the Open Molecules 2025 dataset).

Output
LUMO level, eV: -5.5479
Total charge: +1
2S+1: 1
Gap between HOMO and LUMO, eV: 7.004

XYZ file:
```
14
Properties=species:S:1:pos:R:3:lowdin_charge:R:1
C -1.1357 -1.1315 -0.7874 0.091
C -1.2366 -1.1132 0.6085 0.036
C -0.7500 0.2274 -1.2503 -0.117
C -1.1291 0.2411 0.9623 0.033
N -0.7431 1.0187 -0.0656 0.094
S 3.6131 -0.0925 0.3421 0.364
H -1.4915 -1.9555 -1.2973 0.110
H -1.5081 -1.9374 1.1460 0.100
H 0.0975 0.4234 -1.8083 0.125
H -1.6188 0.6353 -1.9328 0.212
H -1.2306 0.5938 1.9413 0.137
H 4.6223 -0.1400 1.3072 -0.180
H -0.7358 2.0119 0.0552 0.176
H 3.2463 1.2183 0.7790 -0.181
```

=====

(3)
# C28H29N3O8S4V

C28H29N3O8S4V as an isolated structure at a distorted geometry (the ωB97M-V functional and the def2-TZVPD basis, the Open Molecules 2025 dataset).

Output
LUMO level (spin up / spin down), eV: 4.0619 / 4.0617
Total charge: -2
2S+1: 4
<S²>: 3.759
Gap between HOMO and LUMO (spin up / spin down), eV: 4.851 / 4.844

XYZ file:
```
73
Properties=species:S:1:pos:R:3:mulliken_spin:R:1
V 0.8276 1.3064 0.1254 2.920
S -0.3625 4.2707 2.4801 0.009
C 1.1360 3.6568 2.8754 0.010
S 1.6310 2.0829 2.2624 -0.021
S 2.2322 4.3702 3.8696 0.013
C 4.4564 0.8191 -2.3465 -0.001
C 3.0817 0.7568 -1.6605 0.053
N 2.9192 0.9954 -0.3929 -0.049
O 4.1078 1.2391 0.3412 0.005
C 1.8732 0.6295 -2.5340 0.023
C 1.9035 0.3109 -4.0489 0.003
N 0.7355 0.7335 -1.9137 -0.054
O -0.3399 0.6954 -2.6696 0.028
H 4.2843 0.9796 -3.4113 0.000
H 5.0002 -0.1138 -2.1810 0.002
H 5.0693 1.6315 -1.9856 0.001
H 3.7054 1.5700 1.2209 0.000
H 2.9319 0.2356 -4.3627 0.000
H 1.4724 1.1861 -4.5425 0.001
H 1.2684 -0.5718 -4.2025 0.001
O -1.2691 1.4418 0.4394 0.017
S -1.9138 1.3200 1.7655 0.000
C -3.5433 0.7974 1.2939 -0.002
C -3.7308 0.5714 -0.0423 0.001
C -4.9837 0.1256 -0.4929 0.000
C -6.0025 -0.0987 0.3920 0.000
C -5.7797 0.1884 1.7621 0.000
C -4.5491 0.5329 2.2032 0.000
C -1.4758 -0.2962 2.5178 0.017
C -1.9406 -1.4801 1.9284 -0.008
C -1.5933 -2.6503 2.5346 -0.001
C -0.8061 -2.6936 3.6767 0.000
C -0.3441 -1.4997 4.1924 -0.002
C -0.6850 -0.2890 3.6386 -0.006
H -2.8906 0.7545 -0.7054 0.003
H -5.1102 -0.0213 -1.5811 0.000
H -6.9647 -0.4185 0.0572 0.000
H -6.5800 0.1235 2.4908 0.000
H -4.2873 0.8018 3.2286 0.000
H -2.5166 -1.5351 1.0425 0.000
H -1.8617 -3.6037 2.0914 0.000
H -0.5493 -3.6596 4.1826 0.000
H 0.3541 -1.5618 5.0701 0.000
H -0.2965 0.6241 4.0492 0.006
O 0.7652 -0.9222 0.6666 -0.001
C 1.4579 -1.9340 0.5064 0.007
O 2.6056 -2.2659 0.6453 0.005
C 0.6128 -3.1337 -0.0018 -0.003
C -0.5484 -3.0190 -0.8145 -0.006
C -1.3226 -4.1816 -1.1311 0.000
C -0.8629 -5.4437 -0.6602 0.001
C 0.3609 -5.5117 -0.0229 0.000
C 1.0532 -4.4206 0.3760 -0.002
N 0.9144 -6.7881 0.5939 0.000
O 1.9657 -6.7413 1.1275 0.000
O 0.2464 -7.7672 0.5265 0.000
H -0.8062 -1.9980 -1.0951 0.011
H -2.3084 -4.0772 -1.6314 0.000
H -1.3879 -6.3754 -0.8581 0.000
H 1.9287 -4.5857 0.9776 0.000
C 0.7244 4.8090 -2.3769 -0.005
C 2.1895 4.3337 -2.2457 0.005
C 2.2369 3.9837 -0.7560 0.016
O 1.0536 3.1680 -0.7258 -0.023
C 0.0254 3.8323 -1.4493 0.030
H 0.4526 4.6740 -3.4136 0.000
H 0.6040 5.8803 -2.2329 0.000
H 2.9721 5.0766 -2.5847 0.000
H 2.3372 3.4350 -2.8884 -0.001
H 2.1093 4.8563 -0.0890 0.002
H 3.1199 3.4680 -0.4468 -0.003
H -0.5812 4.3771 -0.6906 0.002
H -0.5320 3.0138 -1.9637 -0.002
```